[1]
{"formula": "C3H10N2S", "method": "wB97M-V/def2-TZVPD", "relative_energy_kj_mol": 306.9, "homo_ha": [-0.4906, -0.4873], "homo_lumo_gap_ha": [0.3755, 0.1694], "multiplicity": 2, "charge": 1, "symbols": ["C", "C", "S", "N", "C", "N", "H", "H", "H", "H", "H", "H", "H", "H", "H", "H"], "xyz": [[0.587270, -0.298895, 0.234876], [1.840926, -0.501416, -0.565644], [1.907044, -1.876414, -1.824570], [0.009894, 0.984814, 0.599798], [-1.339983, 1.388118, 0.087597], [-2.218443, 0.457796, 0.673113], [-0.148260, -0.877240, -0.285621], [0.809450, -1.022280, 1.106617], [2.726876, -0.629624, 0.062437], [1.893238, 0.482213, -0.985672], [1.382587, -2.911884, -1.079710], [0.122544, 1.086552, 1.591408], [-1.574911, 2.342581, 0.461876], [-1.259862, 1.307132, -1.033572], [-1.606377, -0.363137, 0.641835], [-3.131992, 0.431684, 0.315238]], "forces_ev_per_a": [[-0.950, -2.824, 1.997], [1.647, 0.169, -0.789], [-0.752, 0.555, 0.736], [-0.054, -1.589, 0.360], [1.263, -0.516, -2.360], [2.952, -1.170, 1.309], [-0.892, 0.151, -0.909], [-0.731, 1.902, -0.204], [-0.385, 0.166, 0.124], [0.954, 0.202, -1.493], [0.423, 0.840, -0.158], [0.123, 0.971, 0.775], [0.087, 1.634, -0.010], [-0.077, 0.526, 0.947], [-2.326, -0.733, 0.093], [-1.283, -0.284, -0.417]], "mulliken_spin": [-0.02, 0.11, 0.02, 0.77, -0.01, 0.09, 0.02, 0.03, 0.00, -0.01, 0.00, -0.03, 0.01, 0.00, -0.01, 0.02]}

---

[2]
{"formula": "C3H10N3", "method": "wB97M-V/def2-TZVPD", "relative_energy_kj_mol": 136.1, "homo_ha": -0.5219, "homo_lumo_gap_ha": 0.3936, "charge": 1, "symbols": ["N", "C", "N", "N", "H", "H", "H", "H", "H", "H", "C", "C", "H", "H", "H", "H"], "xyz": [[1.505366, 0.304543, 2.058874], [0.749800, -0.299668, 1.046392], [0.944568, 0.123514, -0.176858], [-0.071276, -1.310218, 1.291154], [0.931015, 0.837444, 2.710557], [1.996103, -0.384671, 2.616840], [0.210682, 0.027750, -0.891680], [1.615219, 0.872637, -0.300428], [-0.565379, -1.734380, 0.522300], [-0.277418, -1.512750, 2.253805], [-1.182825, 0.344860, -2.644155], [-1.940569, 0.871033, -1.694530], [-0.503792, 0.952167, -3.221558], [-1.292782, -0.697738, -2.924685], [-1.968680, 1.935607, -1.498175], [-2.615983, 0.258264, -1.112437]], "forces_ev_per_a": [[-0.107, -0.273, 0.254], [0.199, -0.213, 0.047], [-0.409, 0.568, -0.153], [0.383, 0.763, -0.079], [0.025, 0.206, -0.309], [0.122, -0.131, 0.002], [0.373, -0.108, 0.078], [-0.083, -0.102, 0.056], [-0.191, -0.305, 0.224], [-0.259, -0.342, -0.056], [-0.150, -0.181, -0.138], [-0.168, 0.077, 0.154], [0.034, 0.069, -0.211], [0.217, -0.006, 0.076], [0.201, -0.001, 0.118], [-0.186, -0.020, -0.062]], "mulliken_charge": [-0.56, 0.54, -0.24, -0.31, 0.29, 0.30, 0.16, 0.28, 0.23, 0.24, -0.69, -0.42, 0.33, 0.29, 0.25, 0.30]}

---

[3]
{"formula": "C3H10N3", "method": "wB97M-V/def2-TZVPD", "relative_energy_kj_mol": 163.1, "homo_ha": -0.5398, "homo_lumo_gap_ha": 0.4191, "smiles": "CCNC(N)=[NH2+]", "charge": 1, "symbols": ["C", "C", "N", "C", "N", "N", "H", "H", "H", "H", "H", "H", "H", "H", "H", "H"], "xyz": [[-0.425209, -2.294813, 0.140839], [0.549841, -1.266355, 0.166585], [-0.022469, -0.003308, -0.613784], [0.055251, 1.281154, -0.165539], [-0.873789, 2.161477, -0.783285], [0.662852, 1.597399, 0.991332], [-1.039077, -2.362786, -0.716970], [-1.287331, -2.121118, 0.889549], [0.044930, -3.198750, 0.587199], [0.978003, -0.985407, 1.150826], [1.377457, -1.555546, -0.592164], [-0.645898, -0.210877, -1.399034], [-0.694094, 2.405405, -1.804810], [-1.019862, 3.052308, -0.367103], [0.978137, 2.626692, 1.073101], [1.361261, 0.874523, 1.443256]], "forces_ev_per_a": [[-3.356, -1.864, 4.090], [3.022, 3.230, -3.703], [1.077, 0.964, 2.170], [-2.564, -1.854, -0.775], [2.021, -0.249, -1.847], [2.606, 0.623, 0.364], [0.283, -0.764, -1.529], [1.347, 0.142, -0.595], [-0.472, 0.096, -1.117], [-0.475, -0.192, -0.750], [-0.757, 0.343, 1.781], [0.259, 0.298, 0.606], [-0.257, -1.126, 1.610], [0.099, 0.605, 1.006], [-0.782, -2.409, 0.033], [-2.052, 2.159, -1.346]], "mulliken_charge": [-1.34, -0.05, -0.20, 0.53, -0.51, -0.42, 0.41, 0.32, 0.33, 0.30, 0.22, 0.28, 0.30, 0.25, 0.31, 0.27]}

---

Copy entry 1 word for word.
{"formula": "C3H10N2S", "method": "wB97M-V/def2-TZVPD", "relative_energy_kj_mol": 306.9, "homo_ha": [-0.4906, -0.4873], "homo_lumo_gap_ha": [0.3755, 0.1694], "multiplicity": 2, "charge": 1, "symbols": ["C", "C", "S", "N", "C", "N", "H", "H", "H", "H", "H", "H", "H", "H", "H", "H"], "xyz": [[0.587270, -0.298895, 0.234876], [1.840926, -0.501416, -0.565644], [1.907044, -1.876414, -1.824570], [0.009894, 0.984814, 0.599798], [-1.339983, 1.388118, 0.087597], [-2.218443, 0.457796, 0.673113], [-0.148260, -0.877240, -0.285621], [0.809450, -1.022280, 1.106617], [2.726876, -0.629624, 0.062437], [1.893238, 0.482213, -0.985672], [1.382587, -2.911884, -1.079710], [0.122544, 1.086552, 1.591408], [-1.574911, 2.342581, 0.461876], [-1.259862, 1.307132, -1.033572], [-1.606377, -0.363137, 0.641835], [-3.131992, 0.431684, 0.315238]], "forces_ev_per_a": [[-0.950, -2.824, 1.997], [1.647, 0.169, -0.789], [-0.752, 0.555, 0.736], [-0.054, -1.589, 0.360], [1.263, -0.516, -2.360], [2.952, -1.170, 1.309], [-0.892, 0.151, -0.909], [-0.731, 1.902, -0.204], [-0.385, 0.166, 0.124], [0.954, 0.202, -1.493], [0.423, 0.840, -0.158], [0.123, 0.971, 0.775], [0.087, 1.634, -0.010], [-0.077, 0.526, 0.947], [-2.326, -0.733, 0.093], [-1.283, -0.284, -0.417]], "mulliken_spin": [-0.02, 0.11, 0.02, 0.77, -0.01, 0.09, 0.02, 0.03, 0.00, -0.01, 0.00, -0.03, 0.01, 0.00, -0.01, 0.02]}